# 1
Entry from the Open Molecules 2025 dataset: a cluster of 11 separate species, C11H44N22O11 in total (ωB97M-V with the def2-TZVPD basis set).

Each line ends with the Mulliken charge.
Atoms and positions in Å:
C -0.728 1.099 4.298  0.630
O -1.306 0.475 3.404  -0.572
N 0.614 1.355 4.227  -0.392
N -1.354 1.479 5.432  -0.400
H 1.055 1.769 5.026  0.191
H 1.121 0.964 3.455  0.221
H -2.335 1.287 5.522  0.208
H -0.904 1.944 6.198  0.142
C -2.411 4.158 0.253  0.541
O -3.476 3.576 0.145  -0.644
N -2.093 4.889 1.364  -0.408
N -1.438 4.178 -0.715  -0.341
H -2.692 4.826 2.166  0.227
H -1.306 5.503 1.458  0.172
H -0.512 4.387 -0.387  0.241
H -1.506 3.608 -1.541  0.018
C 3.436 -4.044 -0.111  0.742
O 2.535 -4.808 -0.426  -0.710
N 4.644 -4.439 0.365  -0.402
N 3.245 -2.689 -0.168  -0.077
H 4.895 -5.382 0.580  0.226
H 5.291 -3.709 0.603  0.145
H 2.380 -2.329 -0.536  0.061
H 3.939 -2.022 0.115  0.156
C 0.383 -0.293 0.407  0.247
O 1.234 -0.625 -0.427  -0.906
N -0.490 0.718 0.160  -0.150
N 0.204 -0.927 1.592  0.334
H -0.511 1.065 -0.786  0.063
H -1.372 0.837 0.634  0.158
H -0.284 -0.428 2.343  -0.215
H 0.812 -1.711 1.775  0.148
C -4.336 -1.945 1.864  0.620
O -3.860 -2.736 1.063  -0.621
N -5.591 -1.425 1.793  -0.390
N -3.590 -1.509 2.931  -0.163
H -6.250 -1.688 1.088  0.224
H -5.855 -0.723 2.458  0.144
H -2.601 -1.633 2.849  -0.010
H -4.014 -0.877 3.583  0.167
C 1.942 4.187 -3.524  0.435
O 2.625 5.139 -3.832  -0.655
N 1.406 3.245 -4.353  -0.193
N 1.452 4.007 -2.234  -0.186
H 1.698 3.155 -5.308  0.229
H 0.930 2.477 -3.912  0.065
H 1.828 4.560 -1.487  0.164
H 0.743 3.339 -1.992  0.209
C -0.251 -1.784 5.755  0.487
O -0.455 -1.354 6.877  -0.692
N -1.078 -2.728 5.179  -0.105
N 0.808 -1.446 4.961  -0.175
H -1.222 -2.703 4.186  -0.054
H -1.818 -3.018 5.793  0.232
H 0.922 -2.044 4.155  0.034
H 1.599 -0.968 5.344  0.243
C 4.697 -0.596 -3.389  0.621
O 5.413 -1.537 -3.093  -0.627
N 3.764 -0.106 -2.527  -0.133
N 4.804 0.142 -4.561  -0.476
H 3.632 -0.563 -1.647  0.093
H 3.203 0.696 -2.747  0.052
H 5.410 -0.236 -5.268  0.242
H 4.957 1.120 -4.368  0.211
C -2.073 2.704 -3.871  0.691
O -1.249 2.117 -3.157  -0.751
N -2.232 4.056 -3.849  -0.341
N -3.010 2.003 -4.568  -0.480
H -2.856 4.521 -4.482  0.202
H -1.474 4.585 -3.450  0.221
H -2.968 1.009 -4.417  0.288
H -3.515 2.441 -5.314  0.178
C -0.112 -4.320 2.318  0.594
O 0.883 -4.116 3.017  -0.707
N -1.268 -4.894 2.755  -0.315
N -0.079 -4.067 0.981  -0.142
H -1.936 -5.128 2.040  0.157
H -1.385 -5.353 3.637  0.264
H 0.773 -3.926 0.466  -0.007
H -0.945 -4.015 0.471  0.140
C 0.399 -0.840 -4.361  0.366
O 0.860 -1.944 -4.546  -0.654
N 0.678 -0.038 -3.285  0.381
N -0.298 -0.188 -5.373  -0.284
H 0.962 -0.504 -2.422  0.064
H 0.069 0.755 -3.120  0.152
H -0.329 -0.649 -6.264  0.201
H -0.879 0.623 -5.269  0.135

highest occupied orbital energy = -0.334 Ha
Kohn-Sham gap = 9.1 eV
total charge = 0
relative energy (zero: lowest compared OMol25 entry of this formula, charge and spin) = 105.2 kJ/mol

---

# 2
Entry from the Open Molecules 2025 dataset: a cluster of 11 separate species, C11H44O11 in total (ωB97M-V with the def2-TZVPD basis set).

Each line ends with the Mulliken charge.
Atoms and positions in Å:
C -4.335 -2.309 -0.771  -0.756
O -3.348 -1.699 0.026  -0.441
H -5.264 -1.719 -0.727  0.290
H -4.057 -2.423 -1.824  0.291
H -4.626 -3.284 -0.381  0.266
H -3.155 -0.814 -0.324  0.352
C -3.682 0.352 2.917  -0.179
O -3.585 -1.051 2.742  -0.545
H -3.668 0.593 3.977  0.299
H -2.860 0.843 2.382  -0.140
H -4.597 0.766 2.473  0.212
H -3.549 -1.227 1.780  0.475
C -0.216 -0.886 -0.183  -0.378
O 0.934 -0.061 -0.349  -0.062
H -0.594 -1.259 -1.138  0.320
H 0.128 -1.762 0.360  0.323
H -1.012 -0.355 0.335  -0.266
H 0.762 0.647 -0.992  -0.005
C 2.118 -1.512 3.751  -0.279
O 3.390 -0.960 3.472  -0.580
H 1.632 -1.715 2.793  -0.065
H 2.224 -2.449 4.309  0.255
H 1.538 -0.890 4.444  0.229
H 3.302 -0.430 2.643  0.560
C 3.002 3.578 -0.988  -0.349
O 2.782 4.981 -1.016  -0.529
H 3.250 3.144 -1.961  0.287
H 3.840 3.299 -0.345  0.274
H 2.126 3.050 -0.603  -0.004
H 2.754 5.235 -1.941  0.303
C 1.222 -5.151 1.729  -0.194
O -0.078 -5.725 1.804  -0.511
H 1.453 -4.577 2.622  0.080
H 1.994 -5.910 1.589  0.294
H 1.256 -4.457 0.884  0.037
H -0.358 -5.895 0.902  0.302
C -0.411 2.724 -2.680  -0.334
O 0.592 1.726 -2.527  -0.505
H -1.222 2.527 -1.983  -0.139
H 0.005 3.720 -2.495  0.274
H -0.857 2.752 -3.679  0.350
H 1.132 1.791 -3.322  0.243
C -0.336 2.440 1.697  -0.378
O -1.497 2.635 0.903  -0.488
H -0.442 1.567 2.333  0.236
H 0.543 2.389 1.048  -0.127
H -0.128 3.276 2.375  0.416
H -1.525 3.526 0.545  0.277
C 4.389 -0.131 0.456  -0.670
O 3.263 0.410 1.126  -0.632
H 5.039 -0.545 1.224  0.347
H 4.127 -0.936 -0.235  0.251
H 4.901 0.649 -0.111  0.219
H 2.423 0.358 0.639  0.496
C 2.179 -1.474 -3.330  0.017
O 2.125 -1.965 -4.652  -0.553
H 1.580 -0.566 -3.196  -0.183
H 1.924 -2.240 -2.596  0.238
H 3.170 -1.067 -3.106  0.220
H 1.224 -1.916 -4.976  0.307
C -4.113 1.779 -1.528  -0.794
O -3.331 1.070 -0.571  -0.307
H -3.993 1.323 -2.517  0.301
H -5.161 1.798 -1.221  0.271
H -3.802 2.829 -1.590  0.328
H -2.518 1.582 -0.421  0.152

highest occupied orbital energy = -0.343 Ha
Kohn-Sham gap = 9.2 eV
total charge = 0
relative energy (zero: lowest compared OMol25 entry of this formula, charge and spin) = 195.4 kJ/mol

---

# 3
Entry from the Open Molecules 2025 dataset: a cluster of 11 separate species, C11H44O11 in total (ωB97M-V with the def2-TZVPD basis set).

Each line ends with the Mulliken charge.
Atoms and positions in Å:
C -13.952 22.708 17.174  -0.057
O -13.619 22.624 18.567  -0.580
H -13.402 23.529 16.714  0.153
H -13.600 21.805 16.678  0.119
H -15.027 22.739 17.010  0.044
H -14.273 23.133 19.051  0.303
C -12.321 21.829 9.358  -0.705
O -13.491 22.046 10.123  -0.495
H -12.495 21.916 8.278  0.311
H -11.612 22.653 9.472  0.287
H -11.903 20.859 9.618  0.269
H -14.050 21.263 10.144  0.211
C -15.615 17.438 13.909  -0.618
O -14.794 18.599 13.957  -0.501
H -16.529 17.677 13.357  0.228
H -15.046 16.692 13.361  0.293
H -15.878 17.131 14.924  0.269
H -15.273 19.403 14.190  0.227
C -15.336 21.984 13.072  -0.313
O -14.672 21.874 14.340  -0.073
H -16.338 21.610 13.284  0.170
H -15.324 23.063 12.893  0.256
H -14.930 21.434 12.226  -0.094
H -13.795 22.292 14.309  0.275
C -14.482 26.491 14.021  -0.338
O -15.610 26.745 14.856  -0.533
H -14.299 27.161 13.179  0.271
H -13.555 26.561 14.599  0.284
H -14.554 25.475 13.624  0.000
H -15.266 26.719 15.750  0.311
C -19.622 19.620 13.193  -0.711
O -18.289 19.717 13.761  -0.377
H -19.730 18.545 13.010  0.281
H -20.365 19.896 13.941  0.299
H -19.717 20.158 12.258  0.263
H -18.397 19.361 14.648  0.272
C -11.245 24.688 11.724  -0.923
O -12.503 24.091 11.984  -0.149
H -11.026 25.292 12.610  0.381
H -10.417 23.978 11.640  0.332
H -11.268 25.341 10.847  0.248
H -12.629 23.326 11.399  0.167
C -14.803 25.275 10.261  -0.234
O -14.396 26.651 10.264  -0.545
H -14.367 24.646 9.486  0.194
H -14.544 24.950 11.263  -0.039
H -15.880 25.285 10.091  0.335
H -13.612 26.832 9.744  0.278
C -18.137 22.296 15.734  -0.353
O -19.333 22.083 16.482  -0.547
H -18.296 22.152 14.671  0.107
H -17.782 23.314 15.932  0.353
H -17.307 21.713 16.141  0.107
H -19.609 22.904 16.886  0.314
C -13.522 18.165 10.642  -0.732
O -13.571 19.283 11.503  -0.325
H -13.116 18.407 9.660  0.240
H -12.845 17.433 11.095  0.309
H -14.535 17.771 10.512  0.274
H -13.648 19.087 12.452  0.291
C -10.581 22.850 14.677  -0.807
O -11.970 22.841 14.388  -0.456
H -10.394 23.382 15.620  0.285
H -10.223 21.833 14.822  0.299
H -10.013 23.470 13.983  0.246
H -12.131 23.394 13.586  0.347

highest occupied orbital energy = -0.358 Ha
Kohn-Sham gap = 10.3 eV
total charge = 0
relative energy (zero: lowest compared OMol25 entry of this formula, charge and spin) = 263.3 kJ/mol